No. 1
ORCA calculation (the ωB97M-V functional and the def2-TZVPD basis) on a cluster of 2 separate species, C2H8N2O in total.

Positions of all 13 atoms, in Å:
C (2.930, 1.708, 1.636)
O (3.504, 1.730, 2.941)
H (2.804, 0.722, 1.195)
H (3.589, 2.296, 0.987)
H (1.951, 2.183, 1.666)
N (-1.356, -1.238, -1.607)
C (-2.627, -1.216, -1.571)
N (-3.403, -2.341, -1.517)
H (4.437, 1.943, 2.893)
H (-1.085, -0.246, -1.655)
H (-3.159, -0.264, -1.517)
H (-4.381, -2.168, -1.316)
H (-3.203, -3.108, -2.134)

Atoms 1-2, force components in eV/Å:
0.6 0.8 -0.2
-0.4 -0.4 0.4

E_LUMO (spin up / spin down) in eV: 3.2 / 3.2
Multiplicity: 2
Net charge: -1
Expectation value of S²: 0.750
Energy above the lowest of the compared OMol25 structures with the same formula, charge and spin in kcal per mole: 36.6

=====

No. 2
ORCA calculation (the ωB97M-V functional and the def2-TZVPD basis) on a cluster of 2 separate species, C2H8N2O in total.

Positions of all 13 atoms, in Å:
C (1.284, -1.154, -0.282)
N (1.451, 0.101, 0.387)
C (0.538, 1.087, -0.008)
N (-0.714, 1.043, 0.763)
H (1.550, -1.978, 0.393)
H (0.360, -1.359, -0.832)
H (2.062, -1.187, -1.051)
H (0.281, 1.161, -1.074)
H (0.962, 2.026, 0.384)
H (-1.075, 1.960, 0.958)
H (-1.339, 0.213, 0.658)
H (-2.995, -1.231, -0.385)
O (-2.364, -0.683, 0.089)

Atoms 1-2, force components in eV/Å:
0.3 0.1 0.4
-1.7 -1.7 0.8

E_LUMO in eV: -3.6
Multiplicity: 1
Energy above the lowest of the compared OMol25 structures with the same formula, charge and spin in kcal per mole: 180.4